Version i
A cluster of 2 separate species, C2H10NOS2 in total, computed with wB97M-V/def2-TZVPD.

Each atom is followed by the atoms it is bonded to, with distances in Å.
Element x y z (Å)
1 N -0.051 0.623 1.025  C2 1.584, H6 0.965, H7 1.056, H8 1.092
2 C 1.172 0.408 0.043  N1 1.584, C3 1.476, H9 1.142, H10 1.122
3 C 1.026 -0.908 -0.611  C2 1.476, S4 1.845, H11 1.142, H12 1.102
4 S 0.579 -2.431 0.328  C3 1.845, S5 1.914
5 S 0.105 -3.835 -0.884  S4 1.914, H13 1.267
6 H -0.161 -0.012 1.743  N1 0.965
7 H -0.876 0.699 0.369  N1 1.056
8 H 0.102 1.482 1.682  N1 1.092
9 H 2.197 0.376 0.545  C2 1.142
10 H 1.120 1.292 -0.645  C2 1.122
11 H 0.334 -0.873 -1.520  C3 1.142
12 H 1.926 -1.239 -1.153  C3 1.102
13 H -1.160 -3.893 -0.850  S5 1.267
14 H -2.167 2.792 -0.795  O16 0.961
15 H -2.184 3.097 0.655  O16 0.921
16 O -1.962 2.423 0.069  H14 0.961, H15 0.921

Computed properties:
spin multiplicity	1
orbital gap	9.09	eV
total charge	+1

Version ii
A cluster of 2 separate species, C2H10NOS2 in total, computed with wB97M-V/def2-TZVPD.

Each atom is followed by the atoms it is bonded to, with distances in Å.
Element x y z (Å)
1 N 0.704 0.816 1.917  C2 1.627, H6 1.008, H7 1.007, H8 0.945
2 C 1.412 -0.084 0.761  N1 1.627, C3 1.538, H9 1.076, H10 1.129
3 C 0.360 -0.906 -0.003  C2 1.538, S4 1.687, H11 1.142, H12 1.241
4 S -0.418 0.072 -1.136  C3 1.687, S5 2.202
5 S 1.014 0.063 -2.808  S4 2.202, H13 1.353
6 H -0.277 0.792 1.687  N1 1.008
7 H 0.847 0.401 2.823  N1 1.007
8 H 1.122 1.643 1.729  N1 0.945
9 H 1.735 0.681 0.077  C2 1.076
10 H 2.223 -0.742 1.190  C2 1.129
11 H -0.438 -1.268 0.731  C3 1.142
12 H 1.129 -1.854 -0.224  C3 1.241
13 H 2.018 0.830 -2.325  S5 1.353
14 H -4.152 -0.234 4.363  O16 0.994
15 H -2.789 0.148 4.452  O16 0.925
16 O -3.315 -0.290 3.830  H14 0.994, H15 0.925

Computed properties:
spin multiplicity	1
orbital gap	9.42	eV
total charge	+1

Energy ordering: version i at the bottom, the next structure 75.5 kJ/mol above.